# 1
Below is a cluster of 9 separate species, C39H94N2O9 in total, with properties calculated with the ωB97M-V functional and the def2-TZVPD basis.

HOMO-LUMO gap: 8.230 eV
strongest force on any atom: 2.2 eV/A
SMILES: CC1(C)CCCC(C)(C)N1O.CC1(C)CCCC(C)(C)N1O.CC(C)O.CC(C)O.CC(C)O.CC(C)O.CC(C)O.CC(C)O.CC(C)O
E_LUMO: 0.198 eV
total energy: -63372.3711 eV
E_HOMO: -8.03 eV

XYZ file:
```
144
Properties=species:S:1:pos:R:3:lowdin_charge:R:1
C 2.346 -3.842 -6.091 -0.052
C 2.843 -3.245 -4.778 -0.472
C 1.695 -2.781 -3.904 -0.062
O 3.436 -4.369 -4.112 -0.069
H 1.481 -4.483 -5.898 0.080
H 3.103 -4.519 -6.484 0.079
H 1.980 -3.120 -6.823 0.080
H 3.578 -2.452 -4.927 0.109
H 2.011 -2.352 -2.950 0.062
H 0.957 -3.571 -3.771 0.082
H 1.155 -1.971 -4.413 0.088
H 3.312 -4.354 -3.160 0.057
C 1.802 1.329 -3.724 -0.046
C 0.845 2.397 -3.137 -0.484
C 1.111 3.721 -3.834 -0.064
O -0.491 2.059 -3.505 -0.066
H 1.614 1.382 -4.796 0.081
H 1.543 0.314 -3.410 0.053
H 2.836 1.485 -3.410 0.068
H 0.930 2.466 -2.050 0.114
H 1.069 3.565 -4.912 0.081
H 2.038 4.232 -3.563 0.079
H 0.347 4.465 -3.591 0.066
H -0.748 1.362 -2.879 0.045
C 2.375 0.455 0.337 -0.016
C 1.398 -0.640 0.774 -0.471
C 0.164 -0.161 1.497 -0.042
O 0.999 -1.439 -0.331 -0.079
H 1.875 1.126 -0.360 0.067
H 3.184 -0.106 -0.134 0.059
H 2.806 0.996 1.179 0.081
H 1.939 -1.291 1.472 0.124
H 0.265 0.332 2.462 0.087
H -0.559 -0.975 1.600 0.068
H -0.365 0.553 0.853 0.059
H 1.690 -2.108 -0.505 0.067
C 5.219 -1.444 -3.165 -0.057
C 6.241 -0.968 -2.179 -0.459
C 6.237 0.561 -2.023 -0.040
O 5.988 -1.589 -0.910 -0.067
H 5.369 -1.040 -4.171 0.097
H 4.231 -1.020 -2.950 0.080
H 5.193 -2.529 -3.266 0.076
H 7.261 -1.247 -2.471 0.140
H 5.207 0.894 -1.868 0.075
H 6.700 1.020 -2.894 0.088
H 6.743 0.801 -1.087 0.061
H 6.662 -1.315 -0.282 0.102
C -1.894 -2.562 -2.694 -0.033
C -2.144 -1.132 -2.190 -0.442
C -2.835 -1.032 -0.859 -0.064
O -0.920 -0.398 -1.999 -0.104
H -0.879 -2.797 -2.365 0.064
H -1.834 -2.616 -3.782 0.076
H -2.675 -3.238 -2.355 0.077
H -2.696 -0.644 -2.998 0.140
H -2.266 -1.440 -0.021 0.067
H -3.785 -1.588 -0.886 0.083
H -3.138 -0.024 -0.571 0.069
H -0.356 -0.880 -1.351 0.050
C 3.433 -4.267 1.461 -0.038
C 4.212 -3.693 0.306 -0.468
C 4.706 -4.795 -0.650 -0.038
O 3.435 -2.749 -0.428 -0.090
H 2.769 -3.530 1.907 0.073
H 4.164 -4.556 2.220 0.086
H 2.915 -5.173 1.148 0.082
H 5.056 -3.100 0.671 0.124
H 5.531 -5.296 -0.137 0.086
H 5.157 -4.301 -1.514 0.063
H 3.954 -5.499 -0.999 0.082
H 4.055 -2.124 -0.836 0.051
C 6.245 3.007 1.946 -0.055
C 6.680 3.633 0.628 -0.458
C 5.715 4.737 0.159 -0.055
O 7.898 4.362 0.961 -0.085
H 5.171 2.813 1.868 0.069
H 6.397 3.668 2.796 0.085
H 6.781 2.072 2.105 0.074
H 6.964 2.861 -0.088 0.110
H 5.815 5.539 0.881 0.085
H 4.689 4.387 0.001 0.071
H 5.965 5.049 -0.860 0.074
H 8.336 4.594 0.135 0.083
C -6.335 -2.479 5.268 -0.031
C -6.518 -2.552 3.732 -0.508
C -6.409 -1.134 3.158 -0.125
C -4.971 -0.574 3.084 -0.176
C -4.038 -1.582 2.445 -0.148
C -4.041 -2.964 3.085 -0.506
N -5.438 -3.361 3.175 -0.114
O -5.595 -4.715 3.530 -0.019
C -3.340 -3.917 2.119 -0.043
C -3.267 -2.975 4.426 -0.017
C -7.902 -3.151 3.426 -0.027
H -6.183 -3.463 5.709 0.085
H -7.159 -2.001 5.804 0.086
H -5.455 -1.860 5.434 0.057
H -6.812 -1.092 2.144 0.122
H -6.979 -0.489 3.830 0.121
H -4.601 -0.315 4.087 0.104
H -5.016 0.426 2.651 0.093
H -3.051 -1.110 2.348 0.111
H -4.289 -1.568 1.377 0.100
H -3.954 -4.070 1.228 0.088
H -2.314 -3.713 1.813 0.082
H -3.289 -4.921 2.556 0.080
H -2.205 -3.017 4.162 0.080
H -3.426 -2.086 5.029 0.066
H -3.434 -3.913 4.955 0.087
H -7.979 -3.699 2.483 0.082
H -8.651 -2.370 3.263 0.081
H -8.188 -3.758 4.281 0.078
H -6.011 -5.157 2.782 0.104
C -2.923 2.469 2.278 -0.033
C -2.510 3.932 2.089 -0.513
C -0.982 4.032 1.995 -0.132
C -0.374 3.766 0.619 -0.178
C -1.104 4.565 -0.451 -0.137
C -2.638 4.357 -0.472 -0.502
N -3.141 4.491 0.903 -0.098
O -4.557 4.372 0.971 -0.012
C -3.281 5.453 -1.301 -0.040
C -2.844 2.983 -1.129 -0.027
C -2.875 4.697 3.364 -0.043
H -4.008 2.437 2.361 0.071
H -2.536 1.821 1.487 0.068
H -2.481 2.011 3.169 0.088
H -0.630 5.003 2.351 0.116
H -0.464 3.313 2.638 0.118
H 0.682 4.040 0.600 0.113
H -0.457 2.712 0.352 0.076
H -0.703 4.434 -1.460 0.100
H -0.866 5.629 -0.304 0.124
H -4.299 5.149 -1.550 0.085
H -2.748 5.588 -2.247 0.087
H -3.253 6.446 -0.852 0.088
H -2.699 3.176 -2.198 0.084
H -3.878 2.631 -1.068 0.089
H -2.158 2.184 -0.859 0.056
H -3.948 4.687 3.568 0.080
H -2.407 4.310 4.274 0.087
H -2.503 5.726 3.355 0.082
H -4.805 5.298 1.069 0.105
```



# 2
Below is a structure of composition C39H95LiN15O11, with properties calculated with the ωB97M-V functional and the def2-TZVPD basis.

HOMO-LUMO gap: 5.085 eV
strongest force on any atom: 10.4 eV/A
E_LUMO: 1.570 eV
total charge: -1
total energy: -87062.6033 eV
E_HOMO: -3.52 eV

XYZ file:
```
161
Properties=species:S:1:pos:R:3:lowdin_charge:R:1
Li 2.330 3.498 1.382 0.674
C -1.367 3.058 -0.909 -0.029
C 0.110 2.807 -0.394 -0.598
C 0.785 1.710 -1.117 -0.081
O 0.924 3.919 -0.126 -0.388
H -1.761 2.083 -1.197 0.029
H -1.385 3.735 -1.763 0.068
H -1.998 3.489 -0.132 0.067
H -0.016 2.378 0.600 0.096
H 0.640 1.886 -2.183 0.066
H 0.203 0.803 -0.954 0.059
H 1.855 1.636 -0.924 0.070
C -4.109 3.225 4.821 -0.095
C -2.587 2.790 4.803 -0.679
C -2.229 2.524 3.320 -0.099
O -1.778 3.602 5.536 -0.330
H -4.812 2.430 4.572 0.043
H -4.313 4.016 4.099 0.049
H -4.402 3.580 5.809 0.052
H -2.569 1.821 5.302 0.081
H -2.806 3.120 2.614 0.055
H -2.400 1.463 3.141 0.050
H -1.188 2.793 3.142 0.042
C -2.789 -0.153 -0.398 -0.029
C -4.199 -0.465 0.143 -0.443
C -4.950 0.896 0.404 -0.120
C -5.385 1.453 -0.945 -0.198
C -6.158 0.443 -1.732 -0.139
C -5.534 -0.924 -2.025 -0.475
N -4.866 -1.385 -0.766 -0.182
O -4.435 -2.635 -0.735 0.009
C -6.643 -1.874 -2.377 -0.056
C -4.513 -0.934 -3.190 -0.026
C -4.108 -1.198 1.549 -0.019
H -2.370 0.591 0.279 0.079
H -2.711 0.109 -1.454 0.068
H -2.207 -1.036 -0.137 0.058
H -5.913 0.663 0.858 0.110
H -4.499 1.541 1.158 0.114
H -4.431 1.676 -1.423 0.103
H -5.968 2.354 -0.752 0.122
H -6.255 1.043 -2.636 0.123
H -7.146 0.348 -1.282 0.123
H -7.270 -2.084 -1.510 0.091
H -7.192 -1.532 -3.255 0.089
H -6.329 -2.897 -2.581 0.080
H -5.051 -1.080 -4.126 0.078
H -3.786 -0.135 -3.335 0.073
H -3.875 -1.815 -3.119 0.067
H -5.018 -1.329 2.135 0.081
H -3.481 -0.579 2.193 0.071
H -3.813 -2.244 1.473 0.056
H -3.574 -2.564 -1.153 0.087
C 2.973 -5.625 1.795 -0.056
C 1.642 -5.158 2.333 -0.453
C 1.762 -5.062 3.920 -0.108
C 0.771 -4.048 4.547 -0.187
C 0.661 -2.797 3.743 -0.137
C 0.423 -2.880 2.163 -0.457
N 1.436 -3.794 1.672 -0.080
O 1.501 -3.837 0.219 -0.032
C -1.023 -3.303 1.818 -0.009
C 0.663 -1.473 1.612 -0.038
C 0.593 -6.214 2.135 -0.058
H 3.811 -5.211 2.356 0.068
H 3.168 -5.524 0.727 0.082
H 3.221 -6.662 2.021 0.086
H 1.645 -6.040 4.387 0.112
H 2.751 -4.696 4.193 0.103
H 0.942 -3.831 5.602 0.114
H -0.186 -4.566 4.609 0.105
H 1.501 -2.128 3.928 0.093
H -0.084 -2.177 4.241 0.124
H -1.086 -4.119 1.098 0.082
H -1.577 -3.637 2.695 0.084
H -1.641 -2.485 1.449 0.041
H -0.230 -0.883 1.821 0.088
H 1.450 -0.808 1.967 0.057
H 0.622 -1.471 0.523 0.073
H -0.436 -5.920 2.339 0.076
H 0.709 -7.134 2.707 0.083
H 0.568 -6.716 1.168 0.086
H 2.227 -3.256 -0.019 0.061
C -0.102 -2.342 -2.907 -0.010
C 0.830 -2.032 -4.107 -0.454
C 2.258 -1.765 -3.689 -0.145
C 3.134 -2.969 -3.366 -0.170
C 3.054 -3.980 -4.547 -0.126
C 1.567 -4.315 -4.999 -0.487
N 0.743 -3.107 -5.206 -0.104
O -0.521 -3.421 -5.670 -0.003
C 1.835 -5.052 -6.291 -0.076
C 1.047 -5.408 -4.010 -0.031
C 0.345 -0.709 -4.753 -0.040
H 0.080 -3.342 -2.513 0.062
H -1.169 -2.230 -3.098 0.070
H 0.088 -1.639 -2.096 0.065
H 2.730 -1.325 -4.568 0.119
H 2.273 -1.029 -2.884 0.119
H 2.949 -3.381 -2.374 0.088
H 4.211 -2.804 -3.345 0.105
H 3.576 -4.922 -4.378 0.114
H 3.577 -3.466 -5.354 0.112
H 2.292 -4.388 -7.025 0.087
H 2.652 -5.756 -6.134 0.074
H 1.022 -5.685 -6.647 0.086
H 1.530 -6.362 -4.227 0.080
H 1.098 -5.073 -2.975 0.060
H -0.017 -5.620 -4.119 0.079
H -0.648 -0.854 -5.180 0.069
H 0.841 -0.562 -5.712 0.081
H 0.311 0.198 -4.149 0.079
H -0.592 -2.984 -6.522 0.106
C -0.404 7.393 -1.528 -0.865
O -0.713 8.574 -1.353 0.003
N -0.510 6.550 -0.572 0.185
N 0.183 6.923 -2.494 0.187
H -0.774 6.945 0.320 0.051
H -0.049 5.658 -0.464 0.049
H 0.369 5.938 -2.618 0.107
H 0.117 7.571 -3.266 0.129
C 4.547 -0.868 1.839 -0.698
O 5.281 -0.260 2.638 -0.018
N 3.901 -0.235 0.879 0.207
N 4.544 -2.210 1.828 0.181
H 3.146 -0.711 0.405 0.100
H 4.073 0.759 0.923 0.055
H 3.777 -2.721 1.416 0.072
H 5.047 -2.480 2.661 0.111
C 5.177 2.700 0.500 -0.791
O 4.004 2.600 0.691 -0.028
N 5.641 3.519 -0.409 0.211
N 6.031 2.052 1.192 0.211
H 4.932 3.969 -0.970 0.095
H 6.603 3.813 -0.324 0.122
H 5.695 1.335 1.819 0.066
H 7.019 2.062 0.986 0.130
C 3.389 5.519 -2.096 -0.874
O 4.255 6.057 -2.659 0.071
N 2.641 4.596 -2.620 0.176
N 3.025 5.716 -0.844 0.170
H 2.678 4.199 -3.549 0.124
H 2.103 4.187 -1.870 0.061
H 2.114 5.354 -0.601 0.045
H 3.420 6.575 -0.488 0.127
C 1.977 1.653 3.911 -0.795
O 1.827 2.053 2.803 0.015
N 2.553 2.373 4.819 0.190
N 1.563 0.533 4.415 0.205
H 2.637 3.344 4.553 0.133
H 2.652 1.915 5.713 0.118
H 1.893 0.201 5.310 0.125
H 1.106 -0.062 3.739 0.073
C -1.141 6.428 2.651 -0.747
O -1.011 7.434 1.985 0.018
N -1.590 6.521 3.867 0.176
N -0.897 5.171 2.314 0.203
H -1.835 7.453 4.171 0.115
H -1.610 5.725 4.489 0.077
H -0.588 4.931 1.383 0.065
H -1.237 4.406 2.879 0.044
```



# 3
Below is a structure of composition C3BiO4, with properties calculated with the ωB97M-V functional and the def2-TZVPD basis.

HOMO-LUMO gap (alpha / beta): 5.885 / 4.910 eV
strongest force on any atom: 8.1 eV/A
E_LUMO (alpha / beta): -7.229 / -7.457 eV
total charge: +1
total energy: -17124.4651 eV
E_HOMO (alpha / beta): -13.11 / -12.37 eV

XYZ file:
```
8
Properties=species:S:1:pos:R:3:lowdin_charge:R:1
C -3.142 -0.574 0.357 -0.059
C -2.094 0.180 0.297 -0.446
O -3.096 -1.585 -0.480 0.029
O -1.719 1.385 -0.254 -0.376
O 1.978 -0.113 -0.080 -0.175
C 3.138 -0.238 -0.024 -0.313
O 4.274 -0.366 0.029 0.344
Bi -0.031 0.416 -0.273 1.997
```



# 4
Below is a cluster of 2 separate species, C3Br2O in total, with properties calculated with the ωB97M-V functional and the def2-TZVPD basis.

HOMO-LUMO gap (alpha / beta): 6.376 / 8.442 eV
strongest force on any atom: 2.0 eV/A
E_LUMO (alpha / beta): -3.092 / -2.392 eV
total energy: -145237.8445 eV
E_HOMO (alpha / beta): -9.47 / -10.83 eV

XYZ file:
```
6
Properties=species:S:1:pos:R:3:lowdin_charge:R:1
C -0.334 0.602 0.075 -0.646
C 0.460 -0.480 0.073 0.063
C -0.934 -0.750 -0.035 -0.451
O -1.825 -1.511 -0.049 0.182
Br -0.953 2.314 -0.034 0.855
Br 3.586 -0.175 -0.030 -0.004
```



# 5
Below is a structure of composition C3Cl2NO2S, with properties calculated with the ωB97M-V functional and the def2-TZVPD basis.

HOMO-LUMO gap: 6.658 eV
strongest force on any atom: 5.4 eV/A
E_LUMO: -7.294 eV
total charge: +1
total energy: -44563.2152 eV
E_HOMO: -13.95 eV

XYZ file:
```
9
Properties=species:S:1:pos:R:3:lowdin_charge:R:1
C 0.913 -0.505 0.162 -0.604
C 0.557 0.872 0.267 -0.960
C 0.335 -1.653 0.625 -0.156
N -1.788 0.832 -0.805 -0.359
O -0.056 -2.678 0.849 0.377
O -2.928 1.085 -1.140 0.020
S -1.099 1.247 0.676 1.009
Cl 2.401 -1.254 -0.514 0.808
Cl 1.665 2.054 -0.122 0.867
```



# 6
Below is a structure of composition C3CuLiO3, with properties calculated with the ωB97M-V functional and the def2-TZVPD basis.

HOMO-LUMO gap (alpha / beta): 7.033 / 6.039 eV
strongest force on any atom: 4.8 eV/A
E_LUMO (alpha / beta): -17.970 / -18.039 eV
multiplicity: 2
total charge: +3
total energy: -54054.8981 eV
E_HOMO (alpha / beta): -25.00 / -24.08 eV

XYZ file:
```
8
Properties=species:S:1:pos:R:3:lowdin_charge:R:1
C -0.753 -0.151 -0.480 0.384
C -1.870 -0.385 0.222 0.156
O -2.903 -0.586 0.656 0.532
O 0.478 1.320 -0.298 0.106
C 0.558 0.135 -0.782 -0.336
O 0.888 -0.979 -0.302 0.189
Cu 1.351 2.734 0.332 1.021
Li 2.252 -2.088 0.652 0.947
```



# 7
Below is the ion C3FO2 with charge -1, with properties calculated with the ωB97M-V functional and the def2-TZVPD basis.

HOMO-LUMO gap: 8.385 eV
strongest force on any atom: 2.8 eV/A
E_LUMO: 4.644 eV
total charge: -1
total energy: -9917.5579 eV
E_HOMO: -3.74 eV

XYZ file:
```
6
Properties=species:S:1:pos:R:3:lowdin_charge:R:1
C 1.190 1.270 -0.869 0.006
C -0.728 -0.223 1.195 -0.057
C 0.157 0.470 -0.056 -0.470
O -1.179 0.206 -0.338 -0.175
O 1.177 -0.030 -1.099 -0.084
F -0.617 -1.693 1.167 -0.220
```



total energy of number 3 (C3BiO4)? -17124.4651 eV



The highest strongest force on any atom belongs to which entry? C39H95LiN15O11



Look up the total energy of the seventh one. -9917.5579 eV



Number 6 is which compound? C3CuLiO3